340
Properties=species:S:1:pos:R:3:mulliken_charge:R:1 method="wB97M-V/def2-TZVPD" spin_multiplicity=1 fmax_ev_per_a=4.16 molar_mass_g_mol=1782.760 de_lowest_kj_mol=1051.2 homo_lumo_gap_ev=8.751
C -27.7482 14.9260 0.7996 -0.67
C -27.8266 13.3899 0.4302 0.69
C -26.7964 12.4760 1.2649 -0.21
O -27.2767 12.3304 2.6084 -0.36
C -26.2700 11.8060 3.5257 -0.94
N -29.2250 13.0657 0.7120 -0.76
H -26.7221 15.2606 0.6472 -0.04
H -27.9352 15.2103 1.8351 -0.40
H -28.3808 15.5688 0.1874 0.50
H -27.5898 13.2897 -0.6290 -0.02
H -25.8014 12.9082 1.1584 -0.03
H -26.7391 11.4465 0.9114 0.40
H -26.7044 11.5844 4.5005 0.24
H -25.5071 12.5251 3.8239 0.22
H -25.7696 10.8545 3.3463 0.50
H -29.4409 13.2795 1.6752 0.23
H -29.4108 12.0745 0.6562 0.34
C -25.3962 16.0468 -3.1464 -1.65
C -25.4536 16.0948 -1.6097 1.50
C -24.0809 15.8898 -0.9395 -1.07
O -24.3497 15.3383 0.3574 -0.17
C -23.1248 15.2508 1.0744 -1.02
N -25.8926 17.4429 -1.1679 -0.79
H -24.6247 16.7456 -3.4697 0.35
H -26.4186 16.2798 -3.4439 0.41
H -25.3889 15.0413 -3.5671 0.29
H -26.2368 15.3758 -1.3695 -0.53
H -23.5070 16.8155 -0.8979 0.66
H -23.4372 15.2222 -1.5122 0.11
H -22.7851 16.2787 1.2018 0.66
H -22.3039 14.8513 0.4790 0.31
H -23.1917 14.7816 2.0560 0.14
H -26.8520 17.2475 -0.9202 0.37
H -25.4606 17.6853 -0.2877 0.31
C -22.1996 5.8259 4.6984 -0.26
C -23.7432 6.0658 4.8077 0.48
C -24.1922 7.5522 4.8506 -0.26
O -23.7469 8.4184 5.8846 0.52
C -24.0446 7.8836 7.1682 -1.08
N -24.3213 5.4014 3.6837 -0.51
H -21.7097 6.0795 3.7583 -0.35
H -21.9690 4.7608 4.7244 0.27
H -21.6028 6.2799 5.4895 -0.09
H -24.0583 5.5299 5.7030 0.41
H -25.2819 7.5367 4.8677 -0.07
H -23.8556 7.9839 3.9080 -0.28
H -23.4872 6.9723 7.3848 0.13
H -25.0826 7.5668 7.2691 0.31
H -23.8602 8.6176 7.9527 0.32
H -25.3117 5.5860 3.7560 0.29
H -24.1451 5.7155 2.7401 0.09
C -20.1134 6.8560 -1.7950 -0.93
C -18.6174 6.4699 -1.6244 0.59
C -18.0662 5.7859 -2.8955 -1.36
O -18.1140 6.6200 -4.0526 -0.27
C -17.6266 6.0894 -5.2064 -0.89
N -17.7811 7.5759 -1.1758 -0.20
H -20.7432 5.9671 -1.7593 0.60
H -20.4000 7.3907 -2.7006 0.43
H -20.4142 7.5109 -0.9772 -0.36
H -18.5149 5.7238 -0.8364 0.14
H -18.6124 4.8926 -3.1986 0.60
H -17.0680 5.4536 -2.6106 0.45
H -16.6389 6.5045 -5.4073 0.26
H -18.3763 6.3216 -5.9628 0.25
H -17.5906 5.0007 -5.2457 0.37
H -17.7868 8.3619 -1.8100 0.04
H -16.8056 7.3167 -1.1404 0.29
C -16.2485 5.5098 6.1430 -0.19
C -15.3348 4.7290 7.0619 0.45
C -15.3362 3.2300 6.6531 0.27
O -14.2062 2.4985 7.1462 -0.38
C -14.0888 2.2887 8.5675 -0.83
N -14.0587 5.3191 6.8340 -0.74
H -16.5142 5.0441 5.1939 -0.35
H -15.9108 6.5400 6.0303 0.53
H -17.1874 5.7020 6.6622 -0.49
H -15.5416 4.9605 8.1068 0.42
H -15.3148 3.1589 5.5656 -0.48
H -16.2224 2.6950 6.9944 0.24
H -13.4035 2.9320 9.1194 0.31
H -13.5825 1.3257 8.6337 0.31
H -14.9685 2.2420 9.2094 0.31
H -13.7316 5.0948 5.9052 0.25
H -13.4173 4.8547 7.4609 0.31
C -22.4078 14.8714 5.1940 -0.26
C -21.6718 15.7491 6.2519 0.47
C -22.6564 16.3950 7.2103 -0.84
O -23.6706 17.0067 6.4210 -0.27
C -24.7956 17.5127 7.1381 -0.55
N -20.7437 14.8777 6.9212 -0.57
H -23.0639 14.0725 5.5396 -0.35
H -21.6638 14.4585 4.5128 -0.10
H -23.0033 15.5298 4.5615 0.77
H -21.1329 16.5871 5.8099 0.39
H -22.0646 17.1344 7.7498 0.35
H -23.0067 15.6466 7.9212 0.21
H -24.9392 18.5218 6.7520 0.33
H -24.6995 17.5025 8.2238 0.38
H -25.7142 17.0468 6.7812 -0.05
H -20.5152 14.1862 6.2215 -0.12
H -21.2447 14.2036 7.4821 0.39
C -12.7989 15.9462 0.2146 -1.03
C -13.8277 15.3965 1.2696 0.43
C -14.0159 13.8768 1.1887 -1.04
O -15.1614 13.4800 1.8708 -0.17
C -15.3570 12.0828 1.7822 -0.34
N -13.3721 15.6792 2.6244 -0.79
H -12.6164 17.0136 0.0896 0.41
H -13.2071 15.7380 -0.7744 0.33
H -11.9092 15.3326 0.3561 0.01
H -14.8136 15.8562 1.2003 0.39
H -13.1354 13.4001 1.6196 0.42
H -14.2797 13.6232 0.1620 0.42
H -15.0144 11.5235 2.6528 0.37
H -15.0286 11.5897 0.8673 0.22
H -16.4252 11.8900 1.8814 -0.28
H -13.6663 16.6137 2.8701 0.29
H -13.9570 15.1866 3.2843 0.25
C -22.6802 11.4045 0.2123 -0.05
C -22.8687 11.8319 -1.2987 1.16
C -24.3318 12.2147 -1.5302 -0.33
O -25.1732 11.0149 -1.3429 0.29
C -26.3184 11.0094 -2.2036 -1.24
N -21.8500 12.8697 -1.5777 0.65
H -23.0383 12.1490 0.9234 0.00
H -21.6472 11.1852 0.4824 -0.57
H -23.1673 10.5070 0.5936 0.17
H -22.5912 11.1116 -2.0683 0.31
H -24.3065 12.5741 -2.5589 0.49
H -24.7114 12.9594 -0.8305 -0.54
H -26.7882 11.9908 -2.2701 0.35
H -27.0372 10.2153 -2.0017 0.33
H -26.0063 10.7251 -3.2084 0.42
H -21.0002 12.4392 -1.2418 -1.81
H -21.7438 13.0049 -2.5729 0.49
C -23.6991 7.5333 -0.5074 -0.71
C -24.6627 6.8281 -1.4992 0.48
C -25.9102 6.6043 -0.7687 -0.88
O -25.8428 5.6378 0.2720 -0.22
C -26.9514 5.3558 1.1333 -0.82
N -24.8592 7.7192 -2.6635 -0.83
H -22.7332 7.8167 -0.9256 -0.14
H -23.3166 6.8296 0.2319 0.47
H -24.0473 8.5000 -0.1435 0.18
H -24.3159 5.8670 -1.8787 0.48
H -26.6831 6.1971 -1.4205 0.41
H -26.1838 7.5658 -0.3343 0.17
H -27.4500 6.1557 1.6807 0.34
H -26.3967 4.8092 1.8960 0.24
H -27.6615 4.6443 0.7120 0.32
H -24.0355 8.0000 -3.1762 0.35
H -25.1242 8.5790 -2.2045 0.04
C -31.2862 15.7109 6.4573 -1.45
C -30.7799 14.2998 6.1105 0.33
C -29.5170 14.4432 5.1603 -0.53
O -28.4270 15.1741 5.7054 -0.40
C -27.2524 15.2114 4.9574 1.19
N -30.3020 13.7649 7.3623 -0.72
H -31.6468 16.3757 5.6725 0.37
H -30.4899 16.2433 6.9774 0.23
H -32.0657 15.7921 7.2148 0.39
H -31.4564 13.5595 5.6836 0.55
H -29.7357 14.9001 4.1951 0.39
H -29.0934 13.4623 4.9448 0.26
H -26.7111 16.1448 5.1118 0.06
H -27.4605 15.2272 3.8876 -0.95
H -26.6056 14.3722 5.2134 0.01
H -29.4473 14.3031 7.3636 0.31
H -30.0446 12.8350 7.0639 0.12
C -19.9927 -1.4646 1.7941 -1.34
C -20.6001 -0.6684 2.9990 2.08
C -21.5996 0.4820 2.6388 -0.99
O -20.8843 1.6208 2.0107 -0.27
C -21.5876 2.8520 1.9659 -0.77
N -21.1895 -1.6225 3.9831 -0.76
H -20.7158 -2.2230 1.4940 0.41
H -19.1407 -1.9328 2.2872 0.29
H -19.6972 -0.7838 0.9958 0.27
H -19.7122 -0.3516 3.5463 -1.23
H -22.0096 0.8750 3.5691 0.41
H -22.4416 0.1853 2.0134 0.46
H -20.8412 3.6396 1.8628 0.21
H -22.1601 3.1734 2.8360 0.28
H -22.3479 2.7526 1.1912 0.41
H -21.9063 -2.0658 3.4264 0.29
H -20.5037 -2.2922 4.3013 0.27
C -9.7712 13.2415 1.1940 -1.52
C -9.6705 11.7390 1.2490 0.51
C -10.7676 11.1419 0.4471 -0.17
O -10.9992 9.8854 1.0692 -0.34
C -12.1490 9.1965 0.5770 -0.65
N -8.2699 11.3254 0.9355 -0.76
H -9.6777 13.6074 0.1715 0.30
H -8.8998 13.6181 1.7297 0.41
H -10.6967 13.6961 1.5476 0.34
H -9.7466 11.5850 2.3253 0.27
H -10.5761 11.0143 -0.6183 0.30
H -11.7301 11.6490 0.3802 -0.01
H -12.0555 9.0254 -0.4954 0.38
H -13.1146 9.6933 0.6710 0.05
H -12.3191 8.1513 0.8352 0.35
H -8.1531 11.3071 -0.0675 0.26
H -8.2437 10.3359 1.1363 0.32
C -16.6316 -1.4104 4.2656 -1.08
C -16.3738 0.1601 4.0626 0.81
C -17.3941 0.9848 4.7857 -0.94
O -17.6748 2.2386 4.1734 0.40
C -18.6834 2.9592 4.7602 -0.90
N -15.0883 0.5985 4.4171 -0.45
H -17.3402 -1.6066 3.4609 0.08
H -16.9525 -1.6820 5.2712 0.30
H -15.7772 -2.0548 4.0588 0.44
H -16.5203 0.3976 3.0089 -0.44
H -17.0777 0.9990 5.8286 0.25
H -18.2894 0.3673 4.8584 0.47
H -18.8483 3.9156 4.2641 0.21
H -18.5471 2.9962 5.8410 0.31
H -19.5921 2.3592 4.7114 0.17
H -14.8758 1.4025 3.8439 -0.09
H -14.3328 -0.0352 4.1984 0.31
C -19.7390 13.8919 2.3969 0.51
C -18.8108 14.5331 3.4404 0.37
C -18.2348 13.4648 4.4106 -1.14
O -19.1627 12.7728 5.2654 0.16
C -18.5494 12.2371 6.4267 -0.95
N -17.6928 15.0315 2.6707 -0.60
H -20.7240 13.6328 2.7850 -1.03
H -19.4405 13.0057 1.8367 -0.08
H -20.1318 14.5458 1.6184 0.25
H -19.3152 15.3739 3.9166 0.32
H -17.3702 13.8872 4.9226 0.51
H -17.7299 12.7238 3.7908 0.50
H -19.1840 12.4262 7.2925 0.19
H -17.5192 12.5588 6.5797 0.39
H -18.3566 11.1887 6.1990 0.31
H -17.1687 14.3089 2.1981 0.03
H -17.0076 15.4581 3.2777 0.28
C -20.7925 4.4304 10.4604 -1.41
C -20.9461 4.2522 8.9054 0.15
C -20.1254 5.3291 8.1603 -0.03
O -20.8347 6.5963 8.1935 -0.34
C -19.9731 7.6448 7.7052 0.13
N -20.6254 2.8691 8.6637 -0.64
H -19.7625 4.6407 10.7485 0.36
H -21.2870 3.5710 10.9133 0.42
H -21.3497 5.3528 10.6241 0.29
H -22.0144 4.3573 8.7162 0.21
H -20.0251 5.0517 7.1110 0.05
H -19.0978 5.4071 8.5152 0.39
H -19.6934 8.4026 8.4370 0.35
H -20.4770 8.1531 6.8831 -0.29
H -19.1029 7.2990 7.1472 -0.03
H -20.7159 2.5958 7.6956 0.19
H -19.6712 2.6745 8.9312 0.28
C -16.1690 2.2654 0.7866 -1.10
C -14.8445 2.9240 1.0448 0.44
C -14.9392 4.1244 2.0802 0.01
O -15.1987 5.3460 1.3880 -0.46
C -16.2791 6.0432 1.9877 -0.43
N -13.9268 1.8680 1.4043 -0.58
H -16.7401 1.8136 1.5977 -0.03
H -16.0618 1.4758 0.0429 0.49
H -16.8044 3.0696 0.4154 0.11
H -14.5914 3.2493 0.0357 0.38
H -14.0327 4.1598 2.6844 0.32
H -15.6773 3.7517 2.7905 -0.31
H -17.2474 5.5447 2.0333 0.16
H -16.2838 7.0407 1.5484 0.10
H -15.9857 6.0731 3.0371 0.54
H -13.8493 1.1181 0.7322 0.25
H -13.0122 2.2910 1.3347 0.26
C -19.2385 10.8811 -3.1543 -1.10
C -18.0701 11.4858 -2.3208 -0.18
C -18.6440 12.5883 -1.4640 1.06
O -19.0561 13.7340 -2.1734 -0.39
C -18.9191 14.8676 -1.4581 -0.27
N -17.3234 10.4301 -1.7565 -0.02
H -19.9680 10.4623 -2.4611 -0.12
H -18.9771 10.0717 -3.8360 0.45
H -19.7392 11.7120 -3.6514 0.43
H -17.5183 11.8983 -3.1655 0.27
H -17.8669 12.7179 -0.7107 0.10
H -19.4940 12.1679 -0.9266 -0.73
H -19.6962 15.5148 -1.8644 0.22
H -18.0302 15.4566 -1.6838 0.32
H -19.1893 14.7556 -0.4080 -0.01
H -17.2180 10.3750 -0.7535 -0.16
H -16.4077 10.3396 -2.1730 0.27
C -19.5953 7.8221 2.1628 -0.42
C -19.8384 9.2831 1.7262 1.35
C -20.4007 10.1619 2.8746 -0.83
O -21.8176 10.0028 3.0291 0.61
C -22.3674 11.0265 3.7519 0.63
N -18.6126 9.8297 1.1594 0.69
H -20.5133 7.4788 2.6400 -0.46
H -18.7694 7.7639 2.8717 0.61
H -19.2773 7.1485 1.3670 -0.21
H -20.6206 9.3010 0.9672 -0.56
H -20.3489 11.2062 2.5668 -1.02
H -19.8494 10.0948 3.8125 0.53
H -21.7545 11.0730 4.6520 0.15
H -23.4153 10.8746 4.0106 -0.18
H -22.1969 12.0315 3.3658 -0.77
H -18.5730 9.3349 0.2798 -0.35
H -17.9214 9.3719 1.7362 0.12
C -21.7945 10.7632 7.7202 -0.63
C -22.8365 11.9297 7.5841 2.95
C -24.3112 11.4334 7.8260 -0.72
O -25.1516 12.6007 7.7687 -0.36
C -26.5919 12.3742 7.7847 -0.39
N -22.4438 12.9797 8.4499 -0.58
H -21.7630 10.5026 8.7782 0.87
H -20.8395 11.2300 7.4787 -0.51
H -22.0526 9.9293 7.0676 -0.46
H -22.8154 12.3707 6.5875 -1.68
H -24.3470 10.9114 8.7822 0.33
H -24.7489 10.7036 7.1449 0.11
H -27.1313 13.3162 7.8843 0.27
H -26.7779 11.7338 8.6469 0.47
H -26.8761 11.8834 6.8539 -0.15
H -23.2008 13.5166 8.8484 0.23
H -21.9140 12.7271 9.2719 0.20
C -27.7868 8.3161 6.3585 -1.41
C -28.0714 8.3756 7.8886 1.13
C -29.1582 9.3542 8.3649 -0.59
O -30.4874 9.0577 7.8861 -0.39
C -31.5278 9.9883 8.1105 -0.75
N -28.4444 7.0921 8.4826 -0.82
H -28.6727 8.1901 5.7360 0.47
H -27.1035 7.5689 5.9550 0.28
H -27.2524 9.2380 6.1292 0.24
H -27.0876 8.6070 8.2968 0.00
H -28.8222 10.2900 7.9182 0.00
H -29.2353 9.4816 9.4447 0.47
H -32.1253 10.2336 7.2325 0.22
H -31.1137 10.9307 8.4690 0.34
H -32.1005 9.4903 8.8929 0.28
H -28.4954 7.2413 9.4802 0.28
H -29.4201 6.8577 8.3672 0.35